(1)
{"formula": "C3H11NO", "method": "the ωB97M-V functional and the def2-TZVPD basis", "elements": ["C", "N", "C", "C", "H", "H", "H", "H", "H", "H", "H", "H", "H", "H", "H", "O"], "positions_angstrom": [[1.333, -0.592, -0.772], [0.186, -0.038, -0.056], [-0.510, -1.053, 0.702], [0.559, 1.102, 0.721], [0.957, -1.224, -1.630], [1.966, -1.346, -0.213], [2.215, 0.067, -0.957], [-1.336, -0.395, 1.423], [-1.065, -1.935, 0.169], [0.087, -1.388, 1.609], [-0.336, 1.528, 1.341], [0.994, 1.842, 0.089], [1.248, 0.888, 1.539], [-1.404, 0.521, -1.385], [-2.867, 0.788, -1.366], [-2.027, 1.236, -1.214]], "atomic_forces_ev_per_a": [[1.08, -1.91, -0.07], [0.74, -1.02, -0.59], [-2.54, 1.13, 3.48], [-1.87, 0.40, 2.19], [0.59, 1.05, 0.34], [-1.06, 0.22, 0.34], [-1.39, 0.44, -0.69], [1.46, -1.78, -2.37], [1.29, 1.81, 0.59], [-0.05, -0.43, -1.25], [1.12, -0.57, -1.60], [0.20, 0.72, -0.46], [0.60, -0.33, 0.04], [0.71, 0.00, 0.37], [-0.22, 0.17, 0.04], [-0.67, 0.09, -0.35]], "total_energy_ha": -250.77610, "homo_ev": [1.25, -4.91], "homo_lumo_gap_ev": [3.017, 9.119], "relative_energy_kcal_mol": 37.6, "spin_multiplicity": 2, "total_charge": -1}

---

(2)
{"formula": "C4H10N", "method": "the ωB97M-V functional and the def2-TZVPD basis", "elements": ["C", "C", "H", "H", "H", "H", "C", "C", "N", "H", "H", "H", "H", "H", "H"], "positions_angstrom": [[-0.891, 3.517, 0.246], [-1.280, 3.316, -1.013], [-0.133, 2.904, 0.713], [-1.377, 4.276, 0.850], [-1.419, 2.410, -1.591], [-1.662, 4.190, -1.534], [-0.069, -1.987, -0.677], [1.146, -2.572, 1.336], [1.121, -2.023, 0.186], [0.172, -2.464, -1.626], [-0.287, -0.952, -0.920], [-0.890, -2.530, -0.222], [0.248, -2.908, 1.840], [2.117, -2.656, 1.818], [2.025, -1.862, -0.251]], "atomic_forces_ev_per_a": [[0.02, -0.69, -0.35], [-0.79, 1.03, -0.05], [-0.56, -0.65, 0.51], [0.89, 0.71, -0.31], [1.37, -0.22, 0.00], [-0.93, -0.21, 0.19], [0.24, 0.35, -0.57], [0.64, 0.55, 0.03], [-0.38, -1.50, 0.09], [0.18, -0.17, 0.07], [-0.29, 0.07, 0.25], [-0.04, 0.25, 0.20], [-0.11, 0.04, -0.15], [-0.19, -0.08, 0.10], [-0.06, 0.50, -0.02]], "total_energy_ha": -212.81143, "homo_ev": -11.79, "homo_lumo_gap_ev": 6.231, "relative_energy_kcal_mol": 68.3, "spin_multiplicity": 1, "total_charge": 1}

---

(3)
{"formula": "C18H54O15", "method": "the ωB97M-V functional and the def2-TZVPD basis", "elements": ["C", "C", "O", "H", "H", "H", "H", "H", "H", "C", "C", "O", "H", "H", "H", "H", "H", "H", "C", "C", "O", "H", "H", "H", "H", "H", "H", "C", "C", "O", "O", "H", "H", "H", "H", "H", "H", "C", "C", "O", "O", "H", "H", "H", "H", "H", "H", "C", "C", "O", "O", "H", "H", "H", "H", "H", "H", "C", "C", "O", "O", "H", "H", "H", "H", "H", "H", "C", "C", "O", "O", "H", "H", "H", "H", "H", "H", "C", "C", "O", "O", "H", "H", "H", "H", "H", "H"], "positions_angstrom": [[-0.524, -0.194, -0.393], [-1.463, -0.604, 0.753], [-2.816, -0.453, 0.443], [0.499, -0.449, -0.115], [-0.467, 0.896, -0.417], [-0.824, -0.571, -1.370], [-1.291, -0.086, 1.698], [-1.379, -1.680, 0.914], [-2.933, 0.500, 0.523], [-4.454, 3.425, -0.387], [-3.076, 3.494, 0.239], [-2.948, 2.378, 1.059], [-4.592, 4.024, -1.290], [-5.190, 3.907, 0.259], [-4.871, 2.472, -0.712], [-2.979, 4.389, 0.857], [-2.279, 3.582, -0.503], [-2.122, 2.426, 1.558], [5.846, 0.577, -1.176], [4.398, 0.969, -0.984], [3.625, -0.210, -0.996], [6.032, 0.208, -2.187], [6.354, -0.126, -0.516], [6.467, 1.475, -1.204], [4.175, 1.682, -1.779], [4.367, 1.457, -0.009], [3.814, -0.721, -1.792], [-5.541, -2.803, 0.125], [-6.309, -3.606, -0.914], [-6.818, -2.880, -2.012], [-4.167, -2.828, -0.370], [-5.636, -3.272, 1.104], [-6.006, -1.817, 0.097], [-7.254, -3.989, -0.523], [-5.853, -4.510, -1.323], [-6.096, -2.459, -2.488], [-3.618, -2.144, 0.029], [2.294, -0.189, -5.035], [2.459, -1.288, -3.930], [3.827, -1.386, -3.509], [2.986, -0.579, -6.200], [2.769, 0.720, -4.659], [1.276, -0.063, -5.404], [2.027, -2.239, -4.243], [1.861, -1.060, -3.047], [4.329, -1.821, -4.202], [2.790, 0.044, -6.902], [-4.602, -0.442, -3.110], [-3.163, -0.025, -3.434], [-3.176, 0.654, -4.657], [-5.024, -1.443, -4.000], [-5.151, 0.458, -3.398], [-4.787, -0.742, -2.080], [-2.486, -0.876, -3.533], [-2.864, 0.604, -2.593], [-2.625, 1.439, -4.649], [-4.851, -1.099, -4.880], [1.667, 3.709, 2.584], [0.121, 3.609, 2.828], [-0.398, 2.452, 2.244], [2.215, 2.723, 3.424], [2.101, 4.647, 2.933], [2.021, 3.681, 1.552], [-0.412, 4.410, 2.312], [-0.115, 3.652, 3.891], [0.208, 1.704, 2.270], [2.024, 1.846, 3.074], [0.270, -0.396, 4.826], [1.052, -0.913, 3.635], [1.448, 0.191, 2.883], [0.063, -1.372, 5.805], [-0.606, 0.152, 4.471], [0.877, 0.404, 5.260], [0.320, -1.462, 3.040], [1.913, -1.526, 3.903], [2.239, -0.114, 2.422], [-0.612, -1.137, 6.445], [5.177, -1.581, 2.188], [5.064, -2.291, 3.542], [6.396, -2.436, 4.046], [3.902, -1.140, 1.722], [5.738, -2.078, 1.393], [5.884, -0.753, 2.290], [4.462, -3.197, 3.471], [4.480, -1.667, 4.220], [6.580, -3.347, 3.802], [3.962, -0.895, 0.792]], "atomic_forces_ev_per_a": [[0.16, 0.90, 1.25], [0.42, -1.35, -0.53], [-0.51, 0.58, -0.36], [0.09, -0.50, -0.29], [-0.32, 0.18, -0.33], [0.03, -0.22, 0.18], [0.60, 0.06, -0.01], [0.47, -0.04, 0.27], [-0.87, 0.50, -0.11], [-1.11, 1.21, -0.64], [-0.40, 0.43, -0.44], [0.18, -1.16, 0.44], [0.68, 0.25, -0.15], [-0.04, -0.41, 0.39], [0.60, -0.43, 0.52], [-0.21, 0.27, -0.06], [0.10, -0.36, -0.22], [0.33, 0.01, 0.12], [1.43, 0.77, -1.26], [1.77, -0.80, 0.17], [-1.00, 0.29, 0.82], [-0.37, -0.37, -0.12], [-0.64, -0.01, 0.45], [0.04, 0.21, 0.40], [-0.54, 0.00, 0.05], [-0.79, -0.05, 0.02], [0.25, -0.02, -0.31], [0.93, -0.89, -1.70], [-1.79, -0.79, -0.18], [0.26, 0.89, -0.20], [-0.91, -0.03, 0.36], [0.16, 0.11, 0.12], [0.31, 0.25, 0.31], [0.11, -0.01, 0.77], [0.92, 0.11, 0.48], [0.12, -0.11, -0.35], [-0.30, 0.42, 0.20], [0.23, -0.77, 0.39], [-0.47, 0.73, -0.76], [-0.66, -0.10, -0.15], [0.93, -0.76, -0.36], [-0.45, 0.26, 0.23], [-0.45, 0.26, 1.07], [0.46, -0.18, -0.42], [0.20, 0.53, 0.05], [0.07, 0.04, -0.08], [0.04, 0.00, 0.01], [0.67, 0.88, -1.17], [-0.25, -0.37, 1.46], [-0.19, 0.47, -0.99], [-0.22, -0.84, 0.00], [-0.37, 0.27, 0.72], [0.23, -0.07, -0.09], [-0.07, -0.20, 0.33], [0.39, 0.16, -0.07], [0.02, -0.09, 0.16], [-0.11, -0.14, -0.17], [-0.92, 0.32, 1.41], [1.13, 1.30, -1.21], [-0.69, -0.90, -0.53], [0.95, -0.04, -0.19], [-0.47, 0.22, 0.27], [-0.53, -0.59, -0.32], [0.07, 0.33, 0.18], [0.33, 0.00, 0.10], [0.17, -0.20, 0.30], [0.01, -0.13, 0.29], [1.05, 1.58, 0.63], [-1.66, -0.86, 0.55], [0.65, 0.60, -0.81], [-0.17, -1.00, -0.22], [-0.51, -0.50, -0.06], [0.26, 0.17, 0.08], [0.34, -0.67, -0.13], [-0.16, -0.08, 0.18], [0.41, 0.06, -0.44], [-0.04, 0.28, -0.20], [0.31, 0.85, -0.29], [-0.15, 1.10, -0.77], [-0.98, -0.89, -0.20], [0.02, -0.18, 0.65], [-0.50, -1.18, 0.07], [-0.35, 0.59, 0.70], [0.47, -0.43, -0.07], [0.23, 0.31, 0.04], [0.70, -0.02, 0.27], [-0.12, 0.00, -0.50]], "total_energy_ha": -1846.64504, "homo_ev": -9.41, "homo_lumo_gap_ev": 9.622, "smiles": "OCCO.OCCO.OCCO.OCCO.OCCO.OCCO.CCO.CCO.CCO", "relative_energy_kcal_mol": 36.4, "spin_multiplicity": 1}

---

(4)
{"formula": "C11H17N3O5", "method": "the ωB97M-V functional and the def2-TZVPD basis", "elements": ["C", "N", "C", "O", "O", "C", "C", "O", "C", "N", "H", "H", "H", "H", "H", "H", "H", "H", "H", "H", "H", "H", "C", "C", "C", "C", "C", "C", "N", "O", "O", "H", "H", "H", "H", "H"], "positions_angstrom": [[-1.086, 1.021, -2.223], [-0.722, 0.072, -1.120], [0.475, 0.566, -0.280], [1.137, -0.468, 0.313], [0.819, 1.974, -0.060], [2.248, 2.249, -0.038], [2.784, 3.240, -1.265], [1.735, 4.281, -1.476], [3.125, 2.389, -2.630], [1.902, 1.749, -3.244], [-0.647, 0.625, -3.259], [-0.830, 2.146, -2.056], [-2.275, 0.970, -2.328], [-1.521, -0.186, -0.499], [2.968, 1.333, -0.036], [2.470, 2.851, 0.969], [3.796, 3.794, -0.957], [1.815, 4.847, -0.634], [3.929, 1.547, -2.495], [3.537, 3.161, -3.439], [1.151, 2.462, -3.467], [2.116, 1.163, -4.080], [-0.921, -4.144, 3.441], [-0.378, -3.278, 2.491], [-1.212, -2.431, 1.759], [-2.594, -2.456, 1.990], [-3.143, -3.331, 2.938], [-2.299, -4.175, 3.662], [-3.473, -1.550, 1.242], [-2.952, -0.805, 0.399], [-4.685, -1.579, 1.499], [-0.266, -4.799, 4.013], [0.697, -3.261, 2.323], [-0.773, -1.761, 1.022], [-4.214, -3.364, 3.124], [-2.715, -4.855, 4.402]], "atomic_forces_ev_per_a": [[-2.00, 0.05, -1.39], [2.61, 3.61, 1.29], [1.70, -5.80, 2.44], [-3.39, 6.93, -3.14], [0.18, -3.73, -1.62], [2.56, 1.34, 0.74], [-0.20, -0.80, 0.15], [1.97, -0.29, 1.67], [-0.23, 1.24, -1.45], [-0.20, 0.68, 0.31], [-0.81, 1.01, 2.40], [-0.20, -2.18, -0.15], [2.54, 0.14, 0.13], [1.16, 0.36, -0.59], [-1.85, 1.26, 0.09], [-0.68, -1.35, -2.06], [-2.09, -1.45, -0.40], [-0.38, -1.20, -1.99], [-1.52, 1.79, 0.22], [-0.35, -1.34, 1.95], [1.53, -1.18, 0.25], [-0.13, 0.99, 1.01], [-0.07, 0.12, -0.11], [-0.37, -0.02, 0.07], [-0.18, 0.06, -0.03], [0.68, -0.62, 0.53], [-0.02, -0.01, 0.03], [0.09, 0.29, -0.29], [-1.00, 0.42, -0.24], [-1.15, -0.88, 1.12], [2.01, 0.17, -0.57], [-0.14, 0.13, -0.12], [-0.26, 0.08, -0.04], [-0.10, -0.13, 0.16], [0.25, 0.16, -0.18], [0.03, 0.17, -0.18]], "total_energy_ha": -969.58527, "homo_ev": -9.11, "homo_lumo_gap_ev": 8.313, "smiles": "O=[N+]([O-])c1ccccc1.CNC(=O)OC[C@H](O)CN", "relative_energy_kcal_mol": 117.5, "spin_multiplicity": 1}

---

(5)
{"formula": "C23H45IO10P4", "method": "the ωB97M-V functional and the def2-TZVPD basis", "elements": ["C", "C", "P", "C", "C", "C", "I", "C", "O", "C", "C", "P", "C", "C", "C", "O", "H", "H", "H", "H", "H", "H", "H", "H", "H", "H", "H", "H", "H", "H", "H", "O", "P", "O", "C", "C", "O", "C", "C", "O", "C", "C", "H", "H", "H", "H", "H", "H", "H", "H", "H", "H", "H", "H", "H", "H", "H", "O", "P", "O", "C", "C", "O", "C", "C", "O", "C", "C", "H", "H", "H", "H", "H", "H", "H", "H", "H", "H", "H", "H", "H", "H", "H"], "positions_angstrom": [[-0.119, -2.402, 7.896], [-0.685, -1.377, 6.895], [-1.440, -2.116, 5.392], [-2.420, -0.730, 4.672], [-2.783, -3.275, 5.873], [-3.231, -4.207, 5.026], [-2.468, -4.451, 3.109], [-4.364, -5.110, 5.447], [-4.404, -6.285, 5.167], [-5.403, -4.416, 6.263], [-4.989, -3.490, 7.126], [-6.009, -2.467, 8.224], [-5.363, -0.786, 7.842], [-7.636, -2.460, 7.361], [-3.501, -3.246, 7.196], [-2.954, -3.075, 8.261], [-0.188, -3.431, 7.546], [-0.713, -2.358, 8.806], [0.896, -2.146, 8.194], [-1.373, -0.668, 7.365], [0.146, -0.777, 6.516], [-1.766, 0.012, 4.222], [-3.104, -1.172, 3.947], [-3.039, -0.287, 5.457], [-6.450, -4.649, 6.122], [-5.190, -0.698, 6.763], [-4.398, -0.629, 8.317], [-6.092, -0.024, 8.109], [-8.313, -1.855, 7.959], [-7.518, -2.015, 6.371], [-7.981, -3.488, 7.289], [-0.476, 0.258, 0.398], [-0.604, 1.256, -0.672], [-0.735, 2.735, -0.091], [0.354, 3.312, 0.644], [1.493, 3.758, -0.252], [-2.103, 1.096, -1.263], [-2.927, -0.011, -0.900], [-3.856, 0.348, 0.240], [0.091, 1.560, -2.066], [0.651, 0.476, -2.849], [-0.414, -0.400, -3.475], [0.705, 2.601, 1.397], [-0.063, 4.170, 1.169], [1.992, 2.906, -0.715], [2.235, 4.310, 0.327], [1.121, 4.394, -1.055], [-2.321, -0.881, -0.646], [-3.506, -0.273, -1.788], [-3.307, 0.811, 1.060], [-4.368, -0.539, 0.617], [-4.609, 1.068, -0.087], [1.326, -0.115, -2.227], [1.250, 0.951, -3.624], [-0.906, -1.023, -2.726], [0.038, -1.062, -4.214], [-1.180, 0.208, -3.955], [5.352, 1.446, -5.118], [4.973, 1.762, -6.501], [3.418, 2.089, -6.631], [2.870, 3.236, -5.965], [3.201, 4.536, -6.673], [4.990, 0.358, -7.306], [5.535, -0.826, -6.725], [4.452, -1.680, -6.099], [5.549, 2.641, -7.691], [6.976, 2.864, -7.801], [7.727, 1.622, -8.238], [3.215, 3.255, -4.927], [1.791, 3.089, -5.953], [4.268, 4.758, -6.615], [2.658, 5.363, -6.216], [2.938, 4.473, -7.728], [6.308, -0.581, -5.997], [6.020, -1.374, -7.536], [3.821, -1.085, -5.438], [4.889, -2.499, -5.526], [3.807, -2.104, -6.870], [7.362, 3.238, -6.851], [7.095, 3.655, -8.539], [7.773, 0.884, -7.436], [8.750, 1.884, -8.509], [7.237, 1.155, -9.091]], "atomic_forces_ev_per_a": [[-0.40, 0.39, 0.46], [-0.27, 0.02, 0.20], [1.02, -0.32, -0.65], [-0.52, -0.50, 0.80], [-0.20, 0.33, 0.44], [0.15, 0.07, 0.05], [-0.13, -0.21, 0.00], [-0.10, -0.46, -0.13], [-0.11, 0.44, -0.14], [0.14, 0.21, 0.01], [0.03, 0.59, -0.41], [-0.21, -0.22, 1.12], [0.26, -0.31, -1.01], [0.84, 0.19, -0.21], [-0.13, -0.21, 0.08], [-0.08, 0.28, -0.21], [0.25, 0.00, -0.12], [-0.02, -0.13, -0.01], [0.14, -0.19, -0.26], [0.02, -0.10, 0.18], [-0.12, 0.03, -0.26], [-0.01, -0.02, -0.11], [0.17, 0.16, -0.27], [0.07, 0.28, -0.10], [0.06, -0.34, -0.02], [-0.10, 0.11, 0.00], [-0.15, 0.10, 0.30], [0.06, -0.02, 0.30], [-0.14, -0.12, -0.01], [-0.23, -0.12, -0.09], [-0.26, 0.07, 0.01], [2.04, -0.44, -0.64], [-4.35, 1.36, 0.07], [0.58, -0.09, -0.19], [0.23, 0.15, 0.15], [-0.02, -0.14, -0.14], [0.31, -0.07, -0.16], [-0.22, -0.15, 0.13], [-0.11, 0.19, 0.07], [1.51, -0.92, 0.66], [0.08, -0.17, -0.26], [-0.16, -0.02, 0.19], [-0.06, -0.04, -0.02], [-0.12, -0.04, -0.03], [0.03, 0.01, 0.03], [-0.03, 0.01, 0.03], [-0.01, 0.06, 0.05], [0.10, 0.10, 0.10], [0.04, 0.10, -0.05], [0.11, -0.14, 0.01], [0.01, -0.01, -0.03], [0.00, -0.02, -0.03], [-0.01, 0.05, 0.05], [-0.02, 0.15, 0.07], [0.00, 0.00, 0.00], [0.04, 0.04, -0.01], [0.05, 0.02, -0.07], [1.21, 1.84, 0.10], [-2.30, -3.64, -1.52], [0.28, 0.53, 0.01], [-0.16, 0.27, 0.14], [0.19, -0.05, -0.07], [0.22, 0.27, -0.04], [-0.01, -0.28, 0.12], [-0.18, -0.01, -0.09], [0.85, 1.04, 1.33], [0.27, 0.04, -0.11], [-0.11, -0.17, 0.13], [0.02, -0.05, -0.02], [0.02, -0.14, -0.04], [-0.02, 0.03, 0.03], [-0.04, -0.03, 0.01], [-0.07, 0.01, 0.01], [-0.10, 0.12, 0.07], [-0.04, 0.07, -0.06], [0.13, 0.04, 0.09], [0.01, 0.00, -0.01], [0.01, -0.01, 0.00], [-0.06, -0.01, 0.02], [-0.17, 0.01, -0.02], [0.00, 0.01, 0.00], [-0.01, 0.05, -0.01], [0.02, 0.06, -0.05]], "total_energy_ha": -3319.00902, "homo_ev": -8.08, "homo_lumo_gap_ev": 7.156, "smiles": "CCP(C)C1=C(I)C(=O)C=C(P(C)C)C1=O.CCOP(=O)(OCC)OCC.CCOP(=O)(OCC)OCC", "spin_multiplicity": 1}